The following is a DFT calculation (ωB97M-V with the def2-TZVPD basis set) of a cluster of 2 separate species, C23H44BrF3I2N6O4P2 in total at a distorted geometry.

Calculated values
energy relative to the best compared isomer or geometry (same formula, charge and spin) = 22.7 kcal per mole
Kohn-Sham gap = 8.6 eV
HOMO level = -8.64 eV
lowest unoccupied orbital energy = -0.0292 eV
charge = 0
structure (SMILES) = CCOCC[C@@](O[C@H](N)[C@@](CCN)(C[C@H](C)Br)N(CCC(F)=C(F)F)/C(I)=C(/C)I)([PH2]=N)P(=N)(O)O.CCCC#N

Each line ends with the Mulliken charge.
Cartesian coordinates (Å):
C (6.7977, 3.1516, -1.1356)  -1.0750
C (5.6132, 3.2799, -0.1556)  -0.0992
O (5.5795, 2.0900, 0.6208)  -0.3699
C (4.2968, 1.8413, 1.1605)  -0.6162
C (4.1577, 0.3860, 1.5882)  -1.6879
C (3.7116, -0.6649, 0.5192)  0.8249
O (2.3579, -0.9796, 0.3911)  0.2904
C (1.4037, 0.0943, 0.3877)  -0.3429
N (1.0560, 0.3943, 1.7891)  -0.1605
C (0.0687, -0.3714, -0.3142)  1.3712
C (0.4013, -1.3485, -1.4752)  -1.4979
C (1.4805, -0.9341, -2.4933)  -0.7458
N (1.4985, 0.4913, -2.8430)  -0.3251
C (-0.6111, -1.3017, 0.7629)  -1.7156
C (-1.6688, -2.2830, 0.1577)  0.2038
C (-2.8839, -2.3482, 1.1192)  -1.4490
Br (-0.9871, -4.1276, 0.0583)  -0.1137
N (-0.8990, 0.7255, -0.5630)  1.9259
C (-1.5539, 0.7465, -1.8739)  -0.9141
C (-2.7936, 1.7147, -1.8037)  -0.1669
C (-3.8190, 1.1739, -2.7639)  0.0843
F (-3.9020, 1.6259, -4.0076)  -0.3087
C (-4.6325, 0.2235, -2.3650)  0.1976
F (-5.2602, 0.2129, -1.2335)  -0.1889
F (-4.8922, -0.8250, -3.0905)  -0.2850
C (-0.5624, 2.0411, -0.1914)  -1.4747
I (0.7636, 3.3406, -1.3356)  -0.0534
C (-1.0754, 2.6195, 0.8603)  0.9580
C (-0.7617, 4.0292, 1.3017)  -1.5052
I (-2.4921, 1.6542, 2.1060)  0.1103
P (4.6866, -0.3823, -1.0653)  0.1229
N (4.3256, 0.8847, -1.9454)  -0.7275
P (4.4255, -2.3013, 1.1907)  0.5022
N (3.5472, -3.4947, 0.6958)  -0.7799
O (4.5427, -2.2268, 2.8051)  -0.5184
O (5.8833, -2.5163, 0.5200)  -0.5231
H (6.5162, 3.4777, -2.1333)  0.3085
H (7.0685, 2.1013, -1.2045)  0.2269
H (7.6553, 3.7092, -0.7647)  0.3288
H (5.7838, 4.1210, 0.5251)  0.4675
H (4.7164, 3.4251, -0.7613)  0.0809
H (4.2369, 2.4492, 2.0799)  0.5373
H (3.5091, 2.2265, 0.5052)  0.1663
H (5.1526, 0.0845, 1.9319)  0.6063
H (3.5500, 0.3693, 2.4856)  0.6691
H (1.8442, 0.9635, -0.0958)  -0.6277
H (1.4237, -0.3258, 2.3976)  0.3846
H (1.4821, 1.2782, 2.0454)  0.3515
H (-0.4588, -1.6874, -2.0486)  0.6821
H (0.7866, -2.2437, -0.9911)  0.3635
H (2.4334, -1.3247, -2.1551)  -0.2501
H (1.2667, -1.4982, -3.4133)  0.5284
H (2.3872, 0.6542, -3.3154)  0.3195
H (0.8209, 0.6025, -3.5938)  0.2884
H (0.1303, -1.9493, 1.2286)  0.6135
H (-1.1753, -0.7314, 1.4839)  -0.0850
H (-2.0682, -1.9355, -0.7900)  0.3210
H (-3.1538, -1.3599, 1.4876)  0.2618
H (-2.6779, -3.0654, 1.9086)  0.3719
H (-3.7409, -2.7157, 0.5470)  0.4822
H (-1.9759, -0.2116, -2.1548)  0.7305
H (-0.9358, 1.1271, -2.6934)  -0.1133
H (-2.4576, 2.6831, -2.1776)  0.5027
H (-3.2221, 1.7536, -0.8065)  0.0285
H (-1.0644, 4.7205, 0.5151)  0.3675
H (-1.3150, 4.2872, 2.2007)  0.4240
H (0.3033, 4.1761, 1.4733)  0.3154
H (4.5228, -1.5404, -1.8693)  0.1674
H (6.0319, -0.2739, -0.6448)  0.1117
H (3.5438, 1.3757, -1.5177)  0.0807
H (3.1932, -3.9942, 1.5078)  0.2060
H (5.0034, -3.0431, 3.0618)  0.3948
H (5.8068, -3.3181, -0.0214)  0.3697
C (-9.0684, -1.8461, 1.9305)  -1.2577
C (-8.0198, -1.1625, 1.0600)  -0.4952
C (-6.7150, -1.9591, 0.9609)  0.4315
C (-6.1102, -2.1298, 2.2885)  0.2521
N (-5.6489, -2.2590, 3.3212)  -0.5137
H (-8.7272, -1.9486, 2.9617)  0.3401
H (-9.9881, -1.2608, 1.9488)  0.3634
H (-9.3080, -2.8406, 1.5483)  0.3123
H (-7.8125, -0.1690, 1.4632)  0.3109
H (-8.4237, -1.0227, 0.0554)  0.3637
H (-6.0038, -1.4394, 0.3192)  -0.3747
H (-6.9001, -2.9448, 0.5310)  0.3374